Entry 1:
DFT (ωB97M-V/def2-TZVPD) results for C44H52BrFN6O7Sb2Ti as an isolated structure.

Properties
Energy above the lowest of the compared OMol25 structures with the same formula, charge and spin   38.1 kcal per mole

ORCA input file:
```
! RIJCOSX wB97M-V def2-TZVPD def2/J DEFGRID3
* xyz 2 1
Ti 15.76 13.72 15.73
O 12.45 17.17 18.26
C 11.76 16.00 18.44
C 10.72 15.88 19.33
C 10.12 14.60 19.46
C 10.53 13.52 18.70
C 11.58 13.70 17.83
C 12.26 14.87 17.75
C 13.37 15.10 16.77
O 14.28 13.99 16.60
N 13.06 15.57 15.41
N 12.02 14.79 14.89
C 11.24 15.36 14.06
C 10.01 14.68 13.58
Br 9.64 12.98 14.36
C 9.15 15.11 12.66
C 9.19 16.36 11.83
C 7.98 16.95 11.51
C 7.94 18.13 10.71
C 9.14 18.64 10.16
C 10.34 18.05 10.47
C 10.36 16.93 11.34
H 11.88 17.93 18.67
H 10.48 16.74 19.85
H 9.32 14.58 20.18
H 10.05 12.60 18.79
H 11.86 12.80 17.30
H 14.00 15.95 17.10
H 12.78 16.53 15.48
H 11.36 16.42 13.75
H 8.26 14.56 12.55
H 7.06 16.46 11.97
H 7.01 18.60 10.38
H 8.99 19.50 9.58
H 11.27 18.43 10.11
H 11.35 16.51 11.59
C 14.33 14.07 21.92
Sb 14.45 12.52 20.35
C 13.45 11.09 21.54
C 16.41 11.93 21.24
C 17.02 10.63 20.87
C 16.88 9.65 21.84
C 17.32 8.39 21.50
C 17.84 8.09 20.28
C 17.98 9.08 19.33
C 17.60 10.39 19.61
C 17.69 11.47 18.59
Sb 16.26 11.20 17.05
C 17.19 9.96 15.77
C 14.87 9.94 18.03
H 13.79 13.51 22.68
H 13.75 14.89 21.53
H 15.34 14.41 22.17
H 13.57 10.10 21.06
H 12.33 11.31 21.72
H 13.94 10.96 22.52
H 16.20 11.99 22.29
H 17.06 12.81 21.10
H 16.40 9.89 22.79
H 17.25 7.65 22.29
H 18.16 7.08 20.11
H 18.35 8.75 18.32
H 18.70 11.58 18.20
H 17.51 12.38 19.12
H 16.57 9.34 15.11
H 17.89 9.32 16.24
H 17.81 10.54 15.11
H 14.07 10.60 18.30
H 15.23 9.43 18.93
H 14.42 9.27 17.27
C 21.90 17.97 13.68
C 20.64 18.51 14.42
N 19.50 17.52 14.36
C 19.38 16.69 15.38
C 18.26 15.89 15.58
C 18.09 15.17 16.85
O 18.79 15.33 17.79
O 17.04 14.38 16.96
C 17.23 15.95 14.57
O 16.17 15.19 14.53
C 17.41 16.85 13.43
C 16.49 16.92 12.37
C 16.79 17.65 11.28
F 15.87 17.53 10.23
C 18.02 18.37 11.10
C 18.90 18.27 12.20
C 18.61 17.57 13.32
N 18.38 18.97 9.88
C 17.43 19.06 8.70
C 18.21 19.62 7.51
N 19.65 19.08 7.53
C 20.45 19.40 8.75
C 19.46 19.96 9.82
H 22.70 18.63 14.02
H 21.91 18.02 12.59
H 22.15 17.00 14.12
H 20.32 19.40 13.97
H 20.84 18.74 15.49
H 20.20 16.71 16.06
H 15.45 16.41 12.40
H 19.90 18.76 12.08
H 16.50 19.58 8.76
H 17.22 17.98 8.51
H 18.37 20.69 7.52
H 17.68 19.26 6.54
H 20.12 19.38 6.71
H 19.64 18.10 7.51
H 21.30 20.14 8.57
H 20.96 18.54 9.10
H 19.02 20.90 9.45
H 19.92 20.08 10.82
O 17.45 12.80 14.30
N 16.58 12.48 13.49
O 15.40 12.67 14.00
*
```

Entry 2:
DFT (ωB97M-V/def2-TZVPD) results for C44H53BClF3I2NO21PS as an isolated structure.

ORCA input file:
```
! RIJCOSX wB97M-V def2-TZVPD def2/J DEFGRID3
* xyz 0 1
C 2.36 0.20 2.96
C 0.84 0.17 2.69
I 0.19 1.90 1.56
C 0.35 -1.18 2.16
I -1.81 -1.21 2.00
C 0.92 -1.70 0.86
C 0.83 -3.01 0.60
N 0.25 -3.91 1.55
C -0.62 -4.64 1.09
S -1.53 -5.71 0.43
C 1.32 -3.58 -0.71
O 1.86 -4.65 -0.79
C 1.10 -2.68 -1.88
C 0.75 -3.18 -3.12
B 0.62 -4.74 -3.38
O -0.49 -5.45 -2.99
O 1.67 -5.37 -4.03
C 0.49 -2.28 -4.16
P -0.01 -3.10 -5.74
O -1.66 -3.20 -5.73
O 0.46 -2.16 -7.00
C 0.61 -0.91 -3.89
Cl 0.20 0.20 -5.20
C 0.98 -0.39 -2.65
C 1.09 1.11 -2.45
O 2.42 1.63 -2.20
C 3.34 1.38 -3.14
F 2.88 1.47 -4.39
F 4.31 2.29 -3.01
F 3.92 0.18 -2.99
C 1.22 -1.31 -1.63
C 1.57 -0.88 -0.21
O 2.34 0.03 -0.02
H 2.73 -0.82 3.09
H 2.51 0.69 3.93
H 2.92 0.77 2.23
H 0.35 0.31 3.65
H 0.56 -1.91 2.95
H -0.20 -6.31 -2.65
H 1.29 -5.95 -4.70
H -2.11 -2.42 -6.10
H -0.26 -1.60 -7.32
H 0.68 1.67 -3.29
H 0.51 1.40 -1.57
O -1.02 -3.33 4.58
C -1.98 -3.24 5.29
O -2.88 -2.23 5.19
C -3.86 -2.34 6.25
C -3.82 -3.80 6.69
C -2.36 -4.16 6.44
H -3.57 -1.66 7.05
H -4.83 -2.04 5.86
H -4.15 -3.95 7.71
H -4.46 -4.39 6.04
H -1.72 -3.92 7.30
H -2.23 -5.20 6.15
O -0.77 6.20 0.78
C -0.47 5.87 -0.33
O -0.66 4.62 -0.80
C -0.10 4.50 -2.13
C -0.04 5.92 -2.67
C 0.19 6.73 -1.39
H 0.89 4.04 -2.05
H -0.74 3.85 -2.73
H 0.72 6.06 -3.43
H -1.01 6.19 -3.10
H 1.26 6.81 -1.16
H -0.26 7.71 -1.43
O -5.10 -6.30 3.10
C -5.58 -6.92 2.20
O -6.78 -7.54 2.28
C -7.04 -8.29 1.09
C -6.16 -7.66 0.02
C -4.96 -7.19 0.84
H -6.78 -9.34 1.27
H -8.10 -8.23 0.85
H -5.90 -8.35 -0.79
H -6.66 -6.80 -0.42
H -4.20 -7.97 0.94
H -4.51 -6.29 0.43
O 2.24 8.25 6.09
C 2.09 7.74 5.02
O 0.97 7.06 4.69
C 1.12 6.47 3.38
C 2.20 7.28 2.70
C 3.08 7.69 3.88
H 1.40 5.42 3.51
H 0.17 6.51 2.85
H 2.73 6.73 1.92
H 1.76 8.17 2.24
H 3.84 6.95 4.10
H 3.54 8.67 3.73
O 1.44 4.85 -8.10
C 2.58 4.56 -7.90
O 3.55 5.48 -7.67
C 4.83 4.84 -7.57
C 4.53 3.40 -7.20
C 3.19 3.17 -7.90
H 5.34 4.93 -8.54
H 5.43 5.35 -6.82
H 5.31 2.70 -7.51
H 4.40 3.31 -6.12
H 3.31 2.84 -8.93
H 2.56 2.47 -7.35
O -1.61 -8.07 -3.52
C -1.55 -8.05 -4.72
O -0.51 -8.59 -5.41
C -0.66 -8.31 -6.81
C -2.14 -8.03 -7.01
C -2.53 -7.41 -5.67
H -0.04 -7.45 -7.06
H -0.31 -9.17 -7.38
H -2.35 -7.40 -7.87
H -2.68 -8.97 -7.14
H -2.36 -6.33 -5.66
H -3.55 -7.63 -5.39
O 1.97 5.93 11.91
C 1.67 6.64 10.99
O 0.91 6.22 9.96
C 0.80 7.26 8.96
C 1.08 8.55 9.71
C 2.07 8.09 10.78
H 1.53 7.07 8.18
H -0.19 7.24 8.53
H 1.46 9.34 9.07
H 0.17 8.91 10.19
H 3.10 8.12 10.43
H 1.98 8.65 11.71
*
```

Entry 3:
DFT (ωB97M-V/def2-TZVPD) results for C44H54BKN11S4 as an isolated structure.

Properties
Energy above the lowest of the compared OMol25 structures with the same formula, charge and spin   6.1 kcal per mole

ORCA input file:
```
! RIJCOSX wB97M-V def2-TZVPD def2/J DEFGRID3
* xyz -1 1
K -0.74 -1.28 -1.10
C -1.49 -2.43 4.18
C -1.60 -3.00 2.75
C -1.27 -4.47 2.69
C -2.93 -2.72 2.09
C -4.20 -2.99 2.59
C -5.06 -2.50 1.61
N -4.31 -2.03 0.59
N -2.98 -2.16 0.88
B -4.83 -1.47 -0.78
N -4.37 -2.44 -1.92
C -5.12 -3.19 -2.74
C -4.27 -3.95 -3.52
C -3.00 -3.59 -3.05
N -3.08 -2.70 -2.11
C -1.64 -3.99 -3.52
C -1.75 -4.82 -4.78
C -0.93 -4.82 -2.42
N -4.15 -0.09 -1.05
C -3.28 0.25 -2.08
C -2.79 1.52 -1.84
C -3.44 1.91 -0.63
N -4.27 0.93 -0.18
C -3.34 3.20 0.12
C -4.47 3.42 1.15
C -1.96 3.24 0.85
H -0.60 -2.82 4.71
H -2.33 -2.71 4.78
H -1.43 -1.34 4.11
H -0.87 -2.44 2.14
H -2.00 -5.10 3.20
H -0.29 -4.68 3.14
H -1.23 -4.79 1.64
H -4.43 -3.49 3.55
H -6.13 -2.42 1.53
H -6.01 -1.47 -0.76
H -6.22 -3.17 -2.65
H -4.50 -4.64 -4.31
H -1.03 -3.13 -3.77
H -2.42 -5.69 -4.61
H -0.78 -5.23 -5.07
H -2.18 -4.25 -5.62
H -1.58 -5.67 -2.17
H -0.73 -4.20 -1.56
H 0.01 -5.22 -2.82
H -3.11 -0.54 -2.79
H -2.10 2.15 -2.40
H -3.40 4.01 -0.60
H -4.48 2.61 1.88
H -5.41 3.32 0.61
H -4.42 4.39 1.62
H -1.80 2.35 1.44
H -1.74 4.10 1.46
H -1.21 3.15 0.05
C 0.10 0.63 -7.13
S 1.44 -0.38 -6.49
C 1.09 -0.56 -4.72
S 0.06 0.45 -3.87
N 1.85 -1.55 -4.30
N 1.81 -1.78 -2.96
C 2.64 -2.69 -2.62
C 2.72 -3.16 -1.24
C 3.79 -3.99 -0.90
C 3.79 -4.64 0.36
C 2.75 -4.34 1.26
C 1.73 -3.53 0.78
N 1.65 -2.97 -0.41
H 0.32 0.76 -8.22
H 0.02 1.62 -6.72
H -0.83 0.10 -7.01
H 3.32 -3.15 -3.36
H 4.63 -4.12 -1.58
H 4.59 -5.30 0.69
H 2.65 -4.82 2.24
H 0.88 -3.40 1.40
S 1.64 0.77 -0.90
C 1.92 1.83 0.35
N 2.34 3.10 0.21
C 2.69 3.93 1.35
C 3.27 3.05 2.43
N 2.35 1.97 2.71
C 2.31 1.47 4.09
C 1.71 2.46 5.03
C 2.17 2.58 6.34
C 1.60 3.50 7.23
C 0.57 4.27 6.78
C 0.11 4.21 5.50
C 0.68 3.31 4.60
C 1.61 1.38 1.73
S 0.37 0.35 2.01
C 2.43 3.79 -1.07
C 3.86 4.07 -1.52
C 4.66 3.00 -1.89
C 5.91 3.29 -2.35
C 6.39 4.61 -2.51
C 5.55 5.65 -2.14
C 4.30 5.38 -1.65
H 1.79 4.50 1.68
H 3.53 4.57 0.99
H 3.42 3.58 3.37
H 4.26 2.72 2.07
H 3.34 1.27 4.37
H 1.73 0.54 4.10
H 3.01 1.95 6.66
H 1.99 3.59 8.21
H 0.20 5.07 7.45
H -0.70 4.87 5.20
H 0.31 3.24 3.55
H 1.94 4.76 -0.94
H 1.85 3.21 -1.78
H 4.20 2.02 -1.87
H 6.56 2.46 -2.62
H 7.37 4.77 -2.91
H 5.84 6.67 -2.23
H 3.64 6.15 -1.30
*
```

Looking at DFT total energy for the records above, in order, we have -178678.276; -148656.583; -123242.776 eV.
Looking at LUMO for the records above, in order, we have -5.50; -1.19; 1.55 eV.